Entry 1:
Entry from OMol25: a cluster of 11 separate species, C58H67N7O26 in total at a distorted geometry (wB97M-V/def2-TZVPD).

The calculation puts the HOMO energy at -0.3615 hartree. The value obtained for the total energy is -4589.03775 a.u. The lowest unoccupied orbital energy is -1.02 eV. As for the relative energy (zero: lowest compared OMol25 entry of this formula, charge and spin): 136.2 kcal/mol.

```
158
Properties=species:S:1:pos:R:3:forces:R:3
O 2.495 -9.531 2.443 -0.5 1.2 -0.5
N 1.996 -8.518 1.959 -1.2 1.1 -0.2
O 1.059 -8.465 1.157 1.1 -0.8 0.7
C 2.482 -7.174 2.398 1.6 0.8 1.0
C 3.355 -7.152 3.494 -0.9 -0.1 0.5
C 3.990 -5.991 3.900 -1.1 1.3 -0.6
C 3.711 -4.750 3.244 -0.3 -1.6 -0.7
C 2.822 -4.737 2.137 0.3 -1.5 1.5
C 2.192 -5.961 1.772 0.7 -0.4 -1.0
H 3.298 -7.994 4.168 0.8 -0.3 -0.2
H 4.576 -5.986 4.807 0.2 -0.1 0.0
H 4.232 -3.868 3.583 -0.1 0.2 -0.1
H 2.618 -3.816 1.611 -0.1 -0.1 -0.1
H 1.630 -6.069 0.856 -0.4 0.5 0.0
O 5.181 -13.525 12.159 0.7 0.9 -1.0
N 5.462 -12.777 11.210 -0.8 -1.2 0.3
O 4.885 -11.733 11.004 0.4 0.4 -0.1
C 6.397 -13.293 10.166 -0.1 0.4 -0.3
C 6.953 -14.541 10.416 -0.7 0.9 1.3
C 7.662 -15.168 9.448 -0.5 -0.2 -0.7
C 7.636 -14.579 8.197 2.1 -0.4 -1.4
C 7.207 -13.292 7.926 -0.2 -0.2 0.7
C 6.581 -12.608 8.936 -1.1 -0.3 1.5
H 6.820 -15.028 11.371 -0.1 0.2 0.1
H 8.069 -16.128 9.730 0.3 -0.1 -0.7
H 8.176 -15.031 7.377 -0.1 -0.5 -0.1
H 7.329 -12.811 6.967 0.1 -0.2 -0.1
H 6.128 -11.649 8.731 0.0 0.2 0.4
O -0.378 -13.368 3.682 -0.1 -0.9 -0.4
N -0.505 -14.566 3.865 -0.1 -1.4 -1.0
O -0.733 -15.443 2.983 0.7 2.3 2.0
C -0.438 -15.029 5.265 -0.6 1.0 2.3
C -0.453 -14.093 6.343 0.0 1.7 -3.4
C -0.711 -14.342 7.635 -0.3 -1.7 1.4
C -0.946 -15.669 8.012 0.9 -1.2 -2.1
C -0.857 -16.689 6.979 0.4 1.9 0.9
C -0.593 -16.339 5.623 -0.3 -1.1 0.7
H -0.382 -13.050 6.071 0.2 0.2 -0.2
H -0.748 -13.568 8.387 0.1 0.2 -0.2
H -1.028 -15.858 9.072 -0.4 -0.6 -0.1
H -0.919 -17.730 7.259 -0.1 0.0 -0.1
H -0.497 -17.092 4.854 -0.2 -0.2 0.1
O 2.289 -12.244 8.402 1.2 -1.6 3.7
N 2.117 -11.712 7.394 -3.8 2.7 -5.4
O 1.235 -10.807 7.175 1.9 -1.5 0.8
C 2.752 -12.223 6.168 0.9 1.0 -2.4
C 2.356 -11.909 4.836 0.0 -0.4 1.2
C 3.189 -12.329 3.793 -0.1 0.9 -0.1
C 4.434 -12.915 3.965 -1.5 -0.4 1.1
C 4.781 -13.274 5.280 0.1 0.0 -2.5
C 3.962 -12.843 6.294 1.0 -0.8 2.1
H 1.432 -11.363 4.710 -0.1 -0.1 -0.4
H 3.002 -12.157 2.744 -0.9 0.4 0.1
H 4.883 -13.139 3.009 0.9 -0.4 0.5
H 5.615 -13.952 5.378 0.3 0.3 0.7
H 4.346 -12.968 7.295 -0.1 -0.3 0.3
O 7.878 -8.101 5.602 -0.1 0.1 -1.2
N 7.657 -8.328 6.754 -0.2 -0.1 2.2
O 8.526 -8.427 7.621 -0.9 0.0 -0.5
C 6.225 -8.483 7.214 -1.1 -0.8 -0.4
C 5.839 -8.226 8.532 0.4 0.0 -1.1
C 4.499 -8.373 8.873 -1.1 0.1 -1.8
C 3.527 -8.817 7.880 2.2 0.2 1.5
C 3.972 -9.190 6.592 -2.0 1.1 2.3
C 5.262 -8.949 6.279 2.9 0.6 -0.7
H 6.573 -7.817 9.211 0.0 -0.1 0.2
H 4.247 -7.946 9.832 -0.6 -0.5 0.1
H 2.480 -8.888 8.132 0.0 0.1 0.1
H 3.175 -9.455 5.913 0.4 -0.3 -0.4
H 5.595 -9.025 5.255 0.1 -0.3 -0.2
O -0.385 -8.875 9.731 -0.3 -1.4 0.7
N 0.524 -9.393 10.362 2.1 2.7 -0.6
O 1.567 -8.700 10.554 -1.4 -2.5 0.4
C 0.441 -10.814 10.812 -0.8 -0.4 0.0
C 1.573 -11.608 10.995 -0.8 0.5 0.9
C 1.395 -12.966 11.330 0.0 0.4 0.5
C 0.145 -13.533 11.398 -1.4 1.6 -0.4
C -0.992 -12.684 11.176 0.4 -1.0 0.9
C -0.874 -11.335 10.978 1.6 0.4 -1.3
H 2.548 -11.150 11.072 0.1 0.0 -0.4
H 2.217 -13.541 11.732 0.4 0.0 -0.5
H -0.013 -14.563 11.684 0.1 -0.1 0.0
H -1.999 -13.053 11.305 0.0 -0.4 -0.1
H -1.731 -10.717 10.756 0.0 0.1 0.2
O 8.406 -17.314 3.167 -2.5 1.0 -2.8
N 7.809 -17.148 2.044 3.1 -1.4 1.3
O 8.410 -17.404 0.994 -1.2 0.7 1.0
C 6.395 -16.770 1.956 -0.9 -1.2 -1.6
C 5.747 -16.263 3.034 -0.8 0.4 1.7
C 4.360 -16.010 3.018 0.1 -1.4 -0.5
C 3.642 -16.427 1.896 -0.4 1.6 0.8
C 4.277 -16.945 0.821 0.9 -0.4 -1.5
C 5.637 -17.157 0.816 1.3 0.1 0.6
H 6.336 -16.213 3.938 0.0 0.5 0.2
H 3.765 -15.725 3.874 0.5 0.4 0.3
H 2.594 -16.220 1.742 -0.3 -0.1 0.6
H 3.715 -17.122 -0.085 0.0 -0.4 0.0
H 6.097 -17.678 -0.011 0.2 0.3 0.0
C 1.512 -11.759 0.583 0.2 0.5 -2.8
C 0.615 -11.591 -0.672 -2.3 -0.8 1.3
O 1.278 -11.406 -1.944 -0.4 0.6 2.2
C 0.977 -12.203 -2.937 -2.0 -4.3 -0.2
O 0.300 -13.310 -2.869 3.0 5.1 -1.0
O 1.595 -11.624 -3.978 -0.5 0.2 0.7
C 1.600 -12.196 -5.252 -0.4 -1.2 -0.4
H 0.938 -11.589 1.494 0.2 -0.3 -0.2
H 2.153 -10.905 0.361 0.5 0.0 0.9
H 2.136 -12.651 0.533 -0.3 -0.2 0.4
H -0.064 -10.790 -0.380 0.8 1.4 -0.8
H -0.243 -12.254 -0.791 0.9 -1.4 -0.2
H 2.274 -13.052 -5.215 0.2 0.1 -0.4
H 1.906 -11.438 -5.972 0.1 -0.1 0.3
H 0.616 -12.582 -5.518 -0.1 0.1 0.0
C 3.396 -15.737 9.674 -1.3 1.3 0.8
C 4.226 -16.541 8.768 0.4 -0.1 -2.2
O 4.969 -17.556 9.385 1.7 -1.9 0.6
C 6.011 -18.186 8.738 0.5 2.2 -1.1
O 6.561 -17.763 7.715 -1.4 -1.2 1.9
O 6.417 -19.222 9.473 -1.8 1.3 0.4
C 7.283 -20.160 8.912 1.2 -0.3 0.1
H 2.452 -16.193 9.974 0.2 -0.4 0.2
H 3.075 -14.871 9.096 -0.1 0.1 -0.3
H 3.837 -15.261 10.551 0.5 -0.5 0.1
H 4.840 -15.895 8.140 0.6 0.1 0.3
H 3.595 -17.027 8.025 -0.4 -0.1 0.0
H 7.348 -20.938 9.673 -0.3 -0.3 -0.4
H 8.295 -19.758 8.859 0.0 0.2 -0.4
H 6.942 -20.490 7.930 0.1 -0.1 0.2
C 5.908 -10.638 1.701 -0.6 -1.5 1.3
C 7.169 -11.128 2.516 -2.2 1.6 -2.0
O 8.115 -11.568 1.506 0.2 -1.4 1.3
C 8.369 -12.919 1.433 -3.1 -0.9 2.9
O 7.621 -13.834 1.913 2.8 3.2 -2.0
O 9.540 -13.020 0.880 0.2 0.4 1.3
C 10.057 -14.274 0.556 0.8 -1.5 -2.5
H 5.230 -10.097 2.362 0.3 0.8 0.0
H 5.228 -11.466 1.502 0.3 -0.5 -0.7
H 6.130 -10.118 0.769 0.2 0.1 0.4
H 6.896 -11.824 3.309 0.4 -0.4 -0.5
H 7.437 -10.180 2.981 1.4 -0.3 0.0
H 9.817 -14.247 -0.507 0.3 -1.1 -0.3
H 9.743 -15.228 0.980 -1.0 0.7 0.6
H 11.143 -14.345 0.624 0.0 0.9 0.3
C -1.979 -10.334 4.951 -0.3 0.0 0.6
C -2.460 -10.080 6.397 -0.2 0.3 -1.7
O -2.841 -11.244 7.112 -0.6 -1.7 1.1
C -3.923 -12.005 6.803 -1.1 1.4 -3.3
O -4.621 -11.836 5.774 1.9 -0.6 3.1
O -4.106 -12.945 7.740 0.7 0.0 -0.7
C -5.134 -13.930 7.556 -1.2 0.2 -0.4
H -1.638 -9.364 4.588 0.1 0.0 -0.2
H -2.731 -10.723 4.266 -0.1 0.1 0.3
H -1.142 -11.032 4.968 0.1 0.1 -0.1
H -3.285 -9.367 6.402 -0.1 0.0 0.0
H -1.601 -9.637 6.902 -0.3 -0.3 0.5
H -5.641 -13.980 6.592 0.5 1.0 -0.4
H -5.916 -13.644 8.258 0.1 -0.6 0.2
H -4.791 -14.962 7.633 0.6 0.3 0.8
```
Positions in Å, forces in eV/Å.

***

Entry 2:
Entry from OMol25: a cluster of 2 separate species, C17H26N2O7 in total at a distorted geometry (wB97M-V/def2-TZVPD).

The calculation puts the HOMO energy at -0.3379 hartree. The value obtained for the total energy is -1299.59089 a.u. The lowest unoccupied orbital energy is 0.17 eV.

```
52
Properties=species:S:1:pos:R:3:forces:R:3
O 0.599 6.002 -2.032 0.1 -0.3 -0.1
C 0.912 4.660 -1.617 -0.1 0.2 0.3
C 2.099 4.117 -2.435 -1.0 -0.2 -0.4
O 1.731 3.973 -3.822 0.4 0.2 0.6
C 2.561 2.771 -1.842 1.5 0.6 0.3
O 3.744 2.313 -2.469 -0.9 0.0 0.1
O 2.916 2.915 -0.469 -0.8 0.2 0.2
C 1.810 3.327 0.350 0.2 0.5 -0.5
C 1.236 4.676 -0.112 0.6 0.3 -0.3
O 2.175 5.728 0.143 -0.1 -0.3 -0.2
H -0.293 6.265 -1.748 0.5 -0.4 -0.1
H 0.047 4.011 -1.789 0.0 -0.1 0.0
H 2.927 4.830 -2.364 -0.1 -0.1 -0.3
H 1.128 3.224 -3.958 0.3 0.2 0.4
H 1.766 2.025 -1.955 0.1 -0.3 -0.1
H 4.469 2.897 -2.191 -0.4 -0.1 0.0
H 2.143 3.413 1.389 0.2 0.0 -0.3
H 1.026 2.563 0.318 -0.1 0.0 -0.1
H 0.318 4.879 0.449 -0.1 -0.1 0.1
H 2.064 6.416 -0.542 -0.2 -0.5 0.4
C -3.667 -6.061 -0.142 -0.1 0.5 0.4
N -2.720 -4.962 0.043 0.9 -0.6 -0.7
C -2.991 -3.854 0.749 -1.5 0.8 0.8
O -4.088 -3.697 1.269 0.5 0.1 -0.1
C -1.926 -2.732 0.748 0.5 0.1 0.5
C -0.503 -3.215 1.097 0.4 0.0 0.0
C 0.583 -2.356 0.488 0.1 0.2 -0.1
C 0.946 -2.554 -0.859 0.7 1.0 0.5
C 1.952 -1.764 -1.441 -0.3 0.1 0.8
C 2.598 -0.776 -0.678 -0.5 -0.3 0.3
C 2.238 -0.577 0.666 -0.4 -0.6 -0.5
C 1.229 -1.366 1.250 0.4 0.0 -1.0
N -2.290 -1.552 1.556 0.1 -0.6 -1.8
C -2.532 -1.567 2.870 -0.1 -0.6 2.0
C -3.139 -0.311 3.450 0.0 -0.1 -0.1
O -2.273 -2.508 3.608 0.1 0.0 -0.6
H -4.610 -5.672 -0.531 0.1 -0.1 0.1
H -3.267 -6.798 -0.840 0.1 0.2 0.1
H -3.864 -6.539 0.819 -0.1 0.0 -0.1
H -1.805 -5.050 -0.367 -0.1 -0.1 0.0
H -1.888 -2.402 -0.290 -0.1 0.2 -0.1
H -0.366 -3.262 2.177 -0.3 0.0 0.0
H -0.351 -4.228 0.728 -0.1 -0.1 0.0
H 0.457 -3.314 -1.449 -0.1 -0.1 0.0
H 2.234 -1.915 -2.474 0.0 0.0 0.0
H 3.371 -0.164 -1.124 0.0 0.0 0.0
H 2.740 0.182 1.250 0.0 0.0 0.0
H 0.954 -1.215 2.285 0.0 0.0 0.1
H -2.543 -0.716 1.058 -0.1 -0.1 -0.1
H -3.267 -0.451 4.522 0.1 0.0 -0.1
H -4.111 -0.141 2.992 -0.1 0.2 0.0
H -2.479 0.534 3.268 -0.1 0.2 0.0
```
Positions in Å, forces in eV/Å.

***

Please write out number 2 again, unchanged.
Entry from OMol25: a cluster of 2 separate species, C17H26N2O7 in total at a distorted geometry (wB97M-V/def2-TZVPD).

The calculation puts the HOMO energy at -0.3379 hartree. The value obtained for the total energy is -1299.59089 a.u. The lowest unoccupied orbital energy is 0.17 eV.

```
52
Properties=species:S:1:pos:R:3:forces:R:3
O 0.599 6.002 -2.032 0.1 -0.3 -0.1
C 0.912 4.660 -1.617 -0.1 0.2 0.3
C 2.099 4.117 -2.435 -1.0 -0.2 -0.4
O 1.731 3.973 -3.822 0.4 0.2 0.6
C 2.561 2.771 -1.842 1.5 0.6 0.3
O 3.744 2.313 -2.469 -0.9 0.0 0.1
O 2.916 2.915 -0.469 -0.8 0.2 0.2
C 1.810 3.327 0.350 0.2 0.5 -0.5
C 1.236 4.676 -0.112 0.6 0.3 -0.3
O 2.175 5.728 0.143 -0.1 -0.3 -0.2
H -0.293 6.265 -1.748 0.5 -0.4 -0.1
H 0.047 4.011 -1.789 0.0 -0.1 0.0
H 2.927 4.830 -2.364 -0.1 -0.1 -0.3
H 1.128 3.224 -3.958 0.3 0.2 0.4
H 1.766 2.025 -1.955 0.1 -0.3 -0.1
H 4.469 2.897 -2.191 -0.4 -0.1 0.0
H 2.143 3.413 1.389 0.2 0.0 -0.3
H 1.026 2.563 0.318 -0.1 0.0 -0.1
H 0.318 4.879 0.449 -0.1 -0.1 0.1
H 2.064 6.416 -0.542 -0.2 -0.5 0.4
C -3.667 -6.061 -0.142 -0.1 0.5 0.4
N -2.720 -4.962 0.043 0.9 -0.6 -0.7
C -2.991 -3.854 0.749 -1.5 0.8 0.8
O -4.088 -3.697 1.269 0.5 0.1 -0.1
C -1.926 -2.732 0.748 0.5 0.1 0.5
C -0.503 -3.215 1.097 0.4 0.0 0.0
C 0.583 -2.356 0.488 0.1 0.2 -0.1
C 0.946 -2.554 -0.859 0.7 1.0 0.5
C 1.952 -1.764 -1.441 -0.3 0.1 0.8
C 2.598 -0.776 -0.678 -0.5 -0.3 0.3
C 2.238 -0.577 0.666 -0.4 -0.6 -0.5
C 1.229 -1.366 1.250 0.4 0.0 -1.0
N -2.290 -1.552 1.556 0.1 -0.6 -1.8
C -2.532 -1.567 2.870 -0.1 -0.6 2.0
C -3.139 -0.311 3.450 0.0 -0.1 -0.1
O -2.273 -2.508 3.608 0.1 0.0 -0.6
H -4.610 -5.672 -0.531 0.1 -0.1 0.1
H -3.267 -6.798 -0.840 0.1 0.2 0.1
H -3.864 -6.539 0.819 -0.1 0.0 -0.1
H -1.805 -5.050 -0.367 -0.1 -0.1 0.0
H -1.888 -2.402 -0.290 -0.1 0.2 -0.1
H -0.366 -3.262 2.177 -0.3 0.0 0.0
H -0.351 -4.228 0.728 -0.1 -0.1 0.0
H 0.457 -3.314 -1.449 -0.1 -0.1 0.0
H 2.234 -1.915 -2.474 0.0 0.0 0.0
H 3.371 -0.164 -1.124 0.0 0.0 0.0
H 2.740 0.182 1.250 0.0 0.0 0.0
H 0.954 -1.215 2.285 0.0 0.0 0.1
H -2.543 -0.716 1.058 -0.1 -0.1 -0.1
H -3.267 -0.451 4.522 0.1 0.0 -0.1
H -4.111 -0.141 2.992 -0.1 0.2 0.0
H -2.479 0.534 3.268 -0.1 0.2 0.0
```
Positions in Å, forces in eV/Å.